1.
17
Properties=species:S:1:pos:R:3 method="wB97M-V/def2-TZVPD" e_homo_ev=-10.27 e_lumo_ha=0.0352 max_force_ev_per_a=1.9 relative_energy_kj_mol=71.21 total_energy_ev=-6389.38301 orbital_gap_ha=0.41272
C 1.42006 -3.06356 -0.26076
C 1.41819 -1.72741 -1.03422
H 2.37080 -3.21438 0.21694
H 0.67915 -3.02952 0.54184
H 1.25946 -3.89253 -0.95306
H 1.77515 -1.88243 -2.03270
H 2.05361 -1.01134 -0.52473
H 0.41565 -1.33771 -1.15112
C -1.19723 2.10904 0.16301
C -0.35548 2.05097 1.42446
O -1.48655 0.73651 -0.24311
H -2.17605 2.57661 0.25087
H -0.78368 2.59519 -0.72828
H -1.02410 2.05964 2.28205
H -1.30750 0.59102 -1.16994
H 0.29890 2.91212 1.55635
H 0.16525 1.09444 1.37969

2.
17
Properties=species:S:1:pos:R:3 method="wB97M-V/def2-TZVPD" e_homo_ev=-10.36 e_lumo_ha=0.0366 max_force_ev_per_a=5.3 relative_energy_kj_mol=175.11 total_energy_ev=-6388.30609 orbital_gap_ha=0.41732
C -0.93329 -1.70986 -0.11269
C -2.48619 -1.89390 -0.01726
O -0.81223 -0.70664 -1.16593
H -0.51868 -1.31441 0.77794
H -0.58724 -2.62638 -0.44185
H -2.64966 -1.59284 1.04315
H -1.69376 -0.15532 -1.33365
H -2.92305 -2.92197 -0.14457
H -3.03375 -1.30997 -0.70192
C 1.52456 2.04953 0.76655
C 2.44478 1.51352 -0.32969
H 2.03414 2.39197 1.64064
H 0.82907 2.86520 0.73058
H 0.74837 1.31285 1.10608
H 3.18791 2.22759 -0.55446
H 1.94688 1.29695 -1.23624
H 2.92212 0.57368 -0.02669

3.
17
Properties=species:S:1:pos:R:3 method="wB97M-V/def2-TZVPD" e_homo_ev=-10.99 e_lumo_ha=0.0312 max_force_ev_per_a=1.9 relative_energy_kj_mol=36.16 total_energy_ev=-6389.74629 orbital_gap_ha=0.43519
C -0.44471 -2.42134 -0.12741
C 1.31341 1.10161 -0.36204
C 0.01076 -0.89417 0.26316
C 0.97844 -0.30627 -0.79297
H -0.70009 -2.98009 0.78866
H 0.33365 -2.97946 -0.67446
H -1.34405 -2.35750 -0.76279
H 0.37702 1.63870 -0.58858
H 2.14587 1.61563 -0.87135
H 1.48793 1.14244 0.72631
H -0.86765 -0.22988 0.37531
H 0.58680 -0.85275 1.20757
H 1.83715 -1.00488 -0.79432
H 0.59404 -0.24346 -1.82918
O -1.91214 2.71763 1.43381
H -2.88316 2.80626 1.30137
H -1.51328 3.24754 0.70692

4.
17
Properties=species:S:1:pos:R:3 method="wB97M-V/def2-TZVPD" e_homo_ev=-10.33 e_lumo_ha=0.0374 max_force_ev_per_a=4.7 relative_energy_kj_mol=164.76 total_energy_ev=-6388.41343 orbital_gap_ha=0.41686
C -0.33936 -2.06301 -0.46962
C -0.38181 -1.45879 -1.95198
H 0.66460 -2.52877 -0.29187
H -0.52477 -1.32847 0.21584
H -0.91972 -2.93041 -0.45161
H -0.47577 -0.26629 -1.92865
H -1.05711 -1.99626 -2.52577
H 0.49554 -1.74552 -2.53740
C 0.61155 1.20856 0.41912
C -0.56643 2.13691 0.55298
O 0.73109 0.20057 1.49750
H 0.37434 0.66678 -0.51493
H 1.63152 1.74306 0.54514
H -0.46000 3.11050 0.09558
H 0.54367 0.68376 2.31772
H -0.62142 2.32586 1.65298
H -1.44328 1.71920 0.13995

5.
17
Properties=species:S:1:pos:R:3 method="wB97M-V/def2-TZVPD" e_homo_ev=-10.29 e_lumo_ha=0.0370 max_force_ev_per_a=4.1 relative_energy_kj_mol=153.85 total_energy_ev=-6388.52643 orbital_gap_ha=0.41514
C -1.67569 1.80627 -0.21900
C -0.96633 1.83891 1.08465
H -1.35168 0.94256 -0.86577
H -2.75434 1.76123 0.01086
H -1.50582 2.73117 -0.74438
H -1.53902 1.30734 1.84514
H -0.89770 2.90274 1.53790
H 0.07852 1.41068 0.93844
C 0.78547 -2.04870 0.05210
C 1.08783 -0.84360 -0.87010
O 1.87067 -2.96824 0.13479
H 0.62211 -1.70932 0.98153
H -0.08796 -2.61360 -0.31349
H 1.06566 -1.18100 -1.84569
H 2.71954 -2.91829 -0.34723
H 2.02154 -0.44400 -0.41585
H 0.52720 0.02584 -0.96391

6.
17
Properties=species:S:1:pos:R:3 method="wB97M-V/def2-TZVPD" e_homo_ev=-10.22 e_lumo_ha=0.0333 max_force_ev_per_a=1.4 relative_energy_kj_mol=50.74 total_energy_ev=-6389.59509 orbital_gap_ha=0.40888
C 1.23127 -2.52222 -1.13721
C -0.22494 -2.47247 -0.71280
H 1.36134 -3.08006 -2.07518
H 1.58399 -1.53324 -1.42240
H 1.90383 -2.95524 -0.40361
H -0.81125 -1.86968 -1.40276
H -0.32009 -2.04748 0.28769
H -0.71570 -3.44903 -0.67066
C -0.49029 2.10754 1.54659
C 0.07892 2.34076 0.17086
O -1.90314 2.18648 1.57840
H -0.16265 1.10271 1.87101
H -0.04374 2.75322 2.30943
H -0.26209 3.29289 -0.24857
H -2.18290 2.19692 0.66070
H -0.20804 1.53425 -0.50716
H 1.16547 2.41465 0.15566